Below is a cluster of 2 separate species, C2H6O3P in total, with properties calculated with ωB97M-V/def2-TZVPD.

**Total energy**: -646.84154 hartree
**Net charge**: -1
**F_max**: 1.85 eV/Å
**ΔE to the lowest compared entry with this formula, charge and spin**: 104.2 kcal per mole

Each line ends with the natural charge from an NBO analysis.
Positions of all 12 atoms, in Å:
C -1.48912 -1.93019 1.75299  -0.48
C 0.56247 0.12215 -0.48703  -0.30
O 1.21821 2.71316 -0.78173  -1.19
O -0.31923 1.88935 -2.61897  -1.17
O 1.19305 0.31220 0.71079  -0.70
P 0.73072 1.56588 -1.60434  1.95
H -1.14957 -2.93871 1.36047  0.16
H -1.82736 -1.90518 2.78333  0.14
H -2.08547 -1.24419 1.15444  0.17
H 0.06417 -0.79903 -0.59966  0.15
H 1.39638 1.25107 0.68037  0.50
H 1.70575 0.96351 -2.35068  -0.24



Below is a cluster of 2 separate species, C7H15NO in total, with properties calculated with ωB97M-V/def2-TZVPD.

**Total energy**: -405.64794 hartree
**Net charge**: 0
**F_max**: 1.66 eV/Å
**Structure (SMILES)**: CCC(O)CC.C=C=N
**ΔE to the lowest compared entry with this formula, charge and spin**: 56.1 kcal per mole

Each line ends with the natural charge from an NBO analysis.
Positions of all 24 atoms, in Å:
C -0.48360 0.70039 -1.11991  -0.44
C -1.64614 1.59216 -0.69322  -0.60
C -1.04538 -0.91012 1.78962  0.45
N -0.79632 0.11981 2.39659  -0.69
C -1.38705 -1.87558 0.99795  -0.64
H -0.84940 0.16938 3.41202  0.40
H 0.14956 1.37282 1.38881  0.48
H -0.31906 0.80764 -2.20001  0.20
H -0.76505 -0.34428 -0.93438  0.20
H -0.68690 -2.63101 0.69758  0.25
H -2.39263 -1.96817 0.64637  0.25
H -1.94590 1.38772 0.33179  0.20
H -2.50548 1.41359 -1.33912  0.20
H -1.36551 2.64216 -0.76621  0.22
C 1.62505 -0.29778 0.04723  -0.41
C 1.86067 -1.28133 -1.08822  -0.61
C 0.84339 1.01864 -0.39038  0.11
O 0.69244 1.85866 0.71134  -0.75
H 1.50801 1.55617 -1.07358  0.17
H 2.58110 0.06379 0.42918  0.21
H 1.15581 -0.80952 0.88653  0.18
H 2.35674 -0.78829 -1.91972  0.20
H 0.92476 -1.69510 -1.45639  0.20
H 2.49088 -2.10174 -0.75388  0.21



Below is a structure of composition C4H7AgO2, with properties calculated with ωB97M-V/def2-TZVPD.

**Total energy**: -453.92198 hartree
**Net charge**: 0
**F_max**: 5.00 eV/Å
**ΔE to the lowest compared entry with this formula, charge and spin**: 1.0 kcal per mole

Each line ends with the natural charge from an NBO analysis.
Positions of all 14 atoms, in Å:
O 1.18082 -0.08394 1.76500  -0.86
C 1.36489 -0.66767 0.63858  0.24
C 0.62086 -0.51079 -0.52271  -0.79
H 1.17056 -0.77535 -1.43453  0.21
H 2.28022 -1.29037 0.53276  0.12
H -0.39316 -0.12179 -0.34425  0.19
Ag 0.72661 1.98448 1.03159  0.87
C -1.08929 2.71084 -1.88636  0.45
C -0.54826 1.56393 -2.67885  -0.71
O -0.61275 3.06302 -0.79995  -0.63
H -2.13620 2.99673 -2.12673  0.13
H 0.52933 1.44932 -2.50445  0.27
H -1.36454 0.86105 -2.90800  0.27
H -0.57887 2.31434 -3.59311  0.23



Below is a cluster of 2 separate species, H4S4 in total, with properties calculated with ωB97M-V/def2-TZVPD.

**Total energy**: -1595.12037 hartree
**Net charge**: 0
**F_max**: 0.53 eV/Å
**Structure (SMILES)**: SS.SS
**ΔE to the lowest compared entry with this formula, charge and spin**: 3.9 kcal per mole

Each line ends with the natural charge from an NBO analysis.
Positions of all 8 atoms, in Å:
S -1.85823 -0.22522 -2.35649  -0.14
S -2.67330 0.93169 -0.82187  -0.13
H -2.72821 -1.22520 -2.20892  0.13
H -1.48975 1.17495 -0.27412  0.13
S 1.58449 -0.53858 2.25438  -0.13
S 2.41076 0.82694 0.91914  -0.13
H 2.72178 -1.08892 2.65559  0.12
H 2.03247 0.14433 -0.16771  0.13